Entry 1:
{
  "formula": "C43H115N7O23",
  "method": "ωB97M-V/def2-TZVPD",
  "e_lumo_ev": 0.3,
  "homo_ev": -8.6,
  "fmax_ha_per_bohr": 0.0833,
  "charge": 0,
  "homo_lumo_gap_ev": 8.856,
  "smiles": "COCCNCCOC.COCCNCCOC.COCCNCCOC.COCCNCCOC.COCCNCCOC.NC(N)=O.OCCO.OCCO.OCCO.OCCO.OCCO.OCCO",
  "de_lowest_kj_mol": 367.66,
  "molar_mass_g_mol": 1098.419,
  "elements": ["C", "O", "H", "H", "H", "C", "O", "H", "O", "H", "H", "C", "H", "H", "H", "O", "H", "H", "H", "C", "C", "C", "H", "H", "H", "N", "C", "H", "H", "O", "H", "H", "C", "H", "C", "C", "H", "N", "H", "C", "H", "H", "H", "H", "O", "H", "H", "H", "H", "C", "O", "H", "C", "H", "C", "H", "H", "C", "H", "H", "H", "H", "H", "H", "O", "N", "H", "C", "C", "H", "O", "H", "H", "O", "H", "H", "C", "C", "H", "H", "H", "H", "H", "H", "O", "H", "H", "H", "H", "H", "H", "O", "H", "H", "H", "H", "O", "H", "H", "H", "C", "H", "C", "H", "H", "H", "H", "O", "N", "C", "H", "H", "H", "H", "H", "H", "H", "C", "C", "H", "H", "C", "H", "H", "H", "C", "N", "C", "O", "H", "H", "N", "C", "O", "H", "H", "H", "H", "C", "H", "C", "H", "O", "O", "C", "C", "H", "H", "H", "H", "H", "H", "C", "C", "C", "C", "N", "H", "C", "H", "H", "C", "H", "H", "H", "C", "C", "C", "H", "H", "H", "O", "O", "H", "H", "H", "H", "C", "O", "H", "O", "H", "H", "C", "H", "H", "H", "O"],
  "coordinates": [[8.15042, -0.01869, -2.63381], [-6.75494, 7.12675, 5.11785], [10.85280, -4.07182, 2.21520], [2.81211, -6.48400, 2.19713], [8.66508, -1.68708, 1.03955], [3.64573, -5.46293, 3.52129], [7.58741, 2.45469, -2.78625], [2.78556, -8.76455, -5.80975], [-4.45767, -5.55010, -8.23819], [0.32179, 10.27786, 14.51989], [8.13245, 3.53816, 1.25966], [-0.02487, -1.13309, -4.73394], [-3.91046, -4.81828, -7.94392], [4.81984, 2.94543, 2.68806], [7.28773, 4.26626, -3.83541], [0.32896, 4.42606, -6.70027], [1.64045, 11.41949, 14.11163], [-6.06872, 7.78497, 4.98575], [0.14520, 9.50151, 9.91612], [9.21322, -1.45616, -1.09208], [8.94066, -2.32435, 0.19929], [-1.61390, 0.17111, 0.33519], [4.32520, -15.12856, -7.04444], [5.58023, -9.12554, -3.43396], [-0.77347, -0.41785, -5.07469], [8.32003, -0.36784, -1.29190], [-1.11141, -0.86245, -2.53894], [9.23172, -3.33287, 2.61228], [-2.89940, 1.25728, 3.35618], [-1.63777, 2.17324, 1.85660], [-7.01745, -2.43643, -7.82455], [-4.20839, -4.60299, -0.39267], [7.20832, -14.24985, -6.08808], [3.21727, -8.53747, -4.12202], [-11.07343, 2.25142, 0.38516], [-9.39974, -0.31204, 3.64159], [2.39713, 9.00699, 8.64094], [3.94091, 2.56107, -11.73232], [-12.41776, 3.16247, 1.51114], [-2.29641, 1.49641, 0.73858], [5.34331, 9.99002, 16.60826], [0.03238, 8.18197, 10.91375], [-7.05300, -3.86806, -9.27722], [0.81200, -0.66381, -1.93304], [-4.22120, -5.26641, 0.30109], [4.39905, -13.48629, -6.40965], [-13.80962, 4.68332, -0.72160], [6.41074, -13.77302, -4.13523], [-6.38720, 9.52654, 2.70929], [6.23185, -11.11876, -3.99164], [1.25974, -5.88259, 3.05476], [-6.24100, -5.67263, -7.21797], [7.07861, 2.81740, 2.79352], [0.50516, -5.34283, 2.80806], [9.84759, -3.83527, 1.86636], [6.22785, 3.76761, -2.47618], [9.24940, -2.01391, -2.02787], [2.67609, 2.89370, -11.78093], [3.51679, 7.96025, 9.19751], [7.24416, -10.89583, -3.65456], [-0.92593, 4.82258, -5.13388], [-13.15178, 0.99597, 1.51430], [1.01866, -0.86801, -4.56398], [2.07394, 8.70401, 15.50779], [-5.55303, -4.94168, -2.02982], [2.49609, 3.75778, -12.75019], [-12.98170, 1.37740, 3.18105], [-7.68913, 7.08337, 3.97721], [5.61553, -9.71483, -4.35025], [-13.02779, 4.41290, -2.35718], [10.08292, -3.14831, 0.63143], [6.26295, -9.14970, -5.02077], [-11.94988, -0.87462, 2.79436], [-10.56119, 0.48417, 3.47935], [-2.35637, 2.03076, -0.20956], [5.59337, -11.65713, -3.29121], [-12.40232, 1.23482, 2.26886], [-0.95611, 4.64547, -6.20897], [0.19137, 4.08823, -7.58827], [7.18266, 3.68966, 3.43883], [-1.30116, 6.82899, -6.57617], [-14.47026, 3.50028, -1.96885], [1.53014, 3.97075, -12.95442], [-1.46954, 2.01546, 3.92813], [2.08647, 8.48637, 10.58281], [7.20339, 1.99606, 3.49917], [-1.37052, 0.08801, -3.00541], [3.24849, 4.31563, -13.12807], [-0.35234, 10.22019, 12.11503], [-6.01926, -6.97845, -2.01457], [7.99030, -2.78224, -0.07501], [8.20186, 2.78836, 1.85513], [3.80427, 9.33164, 17.29980], [1.97602, -4.03004, 3.41981], [-4.37055, -6.38616, -1.94041], [3.90579, -6.16461, 4.31383], [-6.40402, -3.11945, -7.54388], [6.97517, 1.00461, -4.04690], [-1.60875, 5.75035, -7.92915], [8.70458, 0.35030, -0.69482], [-11.45138, 0.05616, 2.52370], [5.76666, 3.38965, 1.18391], [6.76533, 3.43393, -3.36380], [-5.42175, -3.37370, -9.25345], [5.56652, -12.02192, -5.78352], [2.29253, 9.39971, 12.53323], [0.38542, 0.64705, 0.10209], [-0.74186, -1.70102, -3.61203], [-11.69994, 2.46575, 1.65046], [2.15458, -5.03751, 3.79560], [-6.25612, -6.03548, -8.90616], [4.47018, -4.75358, 3.59341], [-7.98105, 6.04660, 3.80989], [6.06237, 3.22617, -4.17052], [6.05802, 0.99365, -2.53726], [4.17708, -7.98326, -5.61107], [1.82827, 7.29190, 8.85503], [0.71989, 8.99875, 10.69397], [-5.31724, -6.12170, 0.00018], [-8.78215, -0.35016, 2.74424], [4.06109, 1.62284, -11.37825], [4.88865, -14.46001, -6.39354], [-2.07789, -1.26713, -2.23851], [0.10425, -1.93521, -5.46060], [9.45438, -4.83235, 1.66806], [1.37103, 10.37111, 14.23973], [1.43871, 9.48292, 13.06631], [7.05559, 1.09819, -2.96391], [-6.06663, 8.64304, 2.90491], [9.10114, 0.13836, -3.14330], [-7.73690, 7.59710, 2.00052], [-0.39352, 0.36813, -0.47717], [0.69542, 10.04140, 11.87349], [4.38880, -9.98451, -4.99728], [-6.39085, 6.59746, 2.39647], [-11.24241, 1.33243, -0.17609], [-6.23413, -5.67040, 0.37931], [-10.90020, -0.04405, 1.58869], [5.67505, 2.73065, 2.04729], [-5.23931, -7.09432, 0.48602], [-5.84013, -5.34135, -8.17592], [-11.49874, 4.22228, 0.00782], [6.17542, -14.34949, -7.00049], [-2.94583, 5.83019, -6.31953], [-6.92518, 7.49067, 2.72016], [-6.16707, -3.88281, -8.64239], [6.19288, 1.13648, 1.00997], [8.06270, -14.05827, -6.73725], [4.13312, 11.07287, 17.20229], [1.73026, 10.26640, 16.32445], [7.93964, -13.05508, -4.36251], [10.21844, -1.05215, -0.97216], [2.43767, 8.10441, 9.25070], [6.99048, -13.21826, -4.87295], [-5.37662, -6.22984, -1.55121], [2.18535, 9.78715, 15.45767], [6.41173, -11.92874, -5.23850], [0.02717, -1.64534, -0.74713], [3.61918, -8.77274, -5.10752], [-2.38874, -0.41006, -0.16477], [4.61427, 3.10766, -12.24992], [-1.85769, 1.43657, 3.09008], [-8.95969, 0.24416, 4.46929], [-9.72642, -1.29069, 3.99319], [-10.78375, 3.46753, -1.34434], [4.26428, 10.11546, 16.69804], [-1.67962, 5.84290, -6.84540], [-13.59764, 3.98584, -1.53196], [-10.02278, 2.36240, 0.65335], [-1.39458, 0.44986, 3.09114], [7.82344, -0.90666, -3.17482], [5.40625, 1.43812, 1.47021], [3.69877, -6.12730, 2.28764], [-1.58613, 3.76394, -6.32768], [7.23635, -15.28059, -5.73466], [4.95368, -14.93145, -5.41292], [-8.52911, 7.74899, 4.17593], [-11.55623, 3.31329, -0.59095], [1.87752, 2.31783, -11.10785], [-5.37093, -4.91057, -2.97187], [-12.89870, 2.97551, -0.94136], [1.82654, -4.80363, 4.80841], [-3.26465, 1.16578, 1.11451], [-0.13071, -0.78680, -1.39986], [1.22749, 10.88653, 11.43676], [-1.51972, -0.39847, 1.25975], [-3.37071, 6.61123, -6.68153], [3.56219, 10.09328, 15.43143]]
}

---

Entry 2:
{
  "formula": "C25H46FN3O7",
  "method": "ωB97M-V/def2-TZVPD",
  "e_lumo_ev": 0.5,
  "homo_ev": -9.2,
  "fmax_ha_per_bohr": 0.0753,
  "charge": 0,
  "homo_lumo_gap_ev": 9.692,
  "smiles": "COCCCCCCCC[C@]1(CCCF)CNC(=O)[C@]1(N)N=C=O.CCOC(C)=O.CCOC(C)=O",
  "molar_mass_g_mol": 519.655,
  "elements": ["H", "H", "H", "H", "O", "C", "H", "H", "H", "H", "H", "H", "H", "H", "C", "H", "C", "H", "C", "O", "F", "H", "N", "C", "H", "H", "H", "H", "C", "O", "O", "C", "C", "C", "C", "H", "C", "H", "C", "H", "H", "H", "H", "H", "H", "C", "H", "C", "H", "H", "H", "H", "H", "H", "O", "H", "H", "H", "C", "C", "C", "H", "C", "H", "H", "C", "O", "H", "C", "H", "C", "C", "C", "C", "C", "H", "H", "N", "N", "O", "H", "H"],
  "coordinates": [[-1.65514, 5.28056, 3.71326], [1.01562, 4.59621, 3.86017], [-0.99551, 2.29353, 3.78636], [3.13237, 5.46427, -3.96567], [-2.39230, -6.26778, 0.04550], [0.70758, 3.32127, -3.66990], [0.60513, -0.27070, -0.15005], [-5.36104, -1.97573, 1.86315], [-4.58241, -2.24915, 0.31528], [-4.43061, -2.26886, 4.14691], [0.41315, 2.41164, -5.48208], [-0.82088, 0.75530, 1.71835], [-0.28894, 1.62465, -4.19229], [2.11968, 2.86848, 0.01719], [0.05807, 1.28655, 1.32144], [-2.27212, -7.38793, 2.47062], [-0.39812, -7.25692, -1.01815], [3.76983, -0.94534, -4.63366], [1.02396, 0.23649, 0.72701], [-1.05371, -4.98422, -1.13173], [5.60007, -0.16686, -4.69363], [3.02373, -0.08773, 0.03262], [-0.34167, 4.01484, -2.85796], [-1.30841, -6.08633, -0.73591], [-3.54805, -1.10900, 5.11168], [-2.86704, -8.24337, -0.42263], [-3.95344, -7.39139, 0.65036], [1.17637, 1.27374, 3.16152], [-2.65539, -1.38962, 3.21085], [-2.64658, -2.21708, 2.15363], [0.32398, 4.78881, -0.70122], [2.49902, 1.97205, -0.48260], [1.48091, 4.49080, -4.40194], [2.99645, 3.71766, -2.80625], [2.49255, 1.66085, -4.00732], [1.66101, 0.65076, -2.00820], [1.60937, 1.70397, -1.72114], [1.76973, 0.84534, -4.14681], [0.43825, 3.78664, 4.33148], [-0.90107, -8.22151, -1.01459], [-2.63456, -9.04372, 1.95043], [2.95759, 1.00854, 1.41781], [-4.53060, -0.53899, 3.74946], [-0.28362, 2.03232, 0.59179], [-1.13121, -8.25264, 1.45752], [0.71845, 2.02988, 2.50886], [2.67853, 4.40391, -1.99366], [-3.61073, -3.25419, 1.94855], [4.65020, 1.69442, -3.49868], [0.57029, 1.88054, -1.40814], [-3.12172, -3.98536, 1.30570], [3.71419, 0.35657, -2.69974], [-1.86418, 5.86741, 5.37995], [0.02642, -7.12526, -2.01043], [-0.53409, 4.35536, 5.20413], [-0.76885, 3.58539, 2.53035], [-0.36780, 6.28992, 4.50012], [0.40597, -7.26352, -0.28341], [4.22487, 0.04258, -4.73780], [-2.90080, -7.55090, 0.41948], [-2.19369, -8.09462, 1.64393], [2.61466, 2.14700, -4.98221], [3.81394, 0.99395, -3.58242], [3.97487, 0.52301, -5.68969], [3.55270, 2.11221, -0.75614], [1.88632, 2.66293, -2.91281], [0.95415, 5.26064, -5.14915], [1.08609, 3.14108, 4.93278], [-0.27776, 2.92888, 3.25771], [1.53940, 2.65604, 2.12854], [-3.87477, -1.33518, 4.09932], [-1.13072, 5.51274, 4.64986], [0.03074, 4.49444, -1.78987], [2.46333, 0.74870, 0.47532], [-4.85099, -2.72629, 1.25784], [3.98591, 3.41111, -2.47886], [-3.83942, -3.76452, 2.88619], [-0.06371, 2.52281, -4.59911], [2.84557, 4.49644, -4.04827], [-1.72045, -0.65650, 3.38714], [-5.55036, -3.53804, 1.05421], [1.11150, -0.55398, 1.48967]]
}